Entry 1:
6
Properties=species:S:1:pos:R:3:forces:R:3:nbo_charge:R:1 method="wB97M-V/def2-TZVPD" total_energy_ev=-146143.278 orbital_gap_ev="8.8 / 8.6" total_charge=0 spin_multiplicity=3 lumo_ev="0.57 / -2.10" e_above_lowest_kj_mol=107.44
C -1.453 -1.111 -0.187 -2.487 0.288 -0.326 -0.2357
N 0.502 0.045 -0.569 0.089 -0.676 -0.851 -0.0963
N 0.996 0.568 0.279 -1.422 -1.267 -3.022 0.4471
O 1.521 1.200 1.057 2.115 2.317 3.725 -0.3112
Br -2.418 -0.413 1.287 0.793 -0.460 -0.409 0.0970
Br -2.384 -1.176 -1.853 0.912 -0.202 0.883 0.0992

---

Entry 2:
6
Properties=species:S:1:pos:R:3:forces:R:3:nbo_charge:R:1 method="wB97M-V/def2-TZVPD" total_energy_ev=-91081.933 orbital_gap_ev=10.0 total_charge=0 lumo_ev=-1.55 smiles="O=C(F)Br.FCl" e_above_lowest_kj_mol=6.03
O 0.192 -1.792 1.293 0.074 1.668 0.118 -0.5020
C 0.150 -0.644 1.610 -0.478 -2.782 0.731 0.7179
F -0.291 -0.292 2.825 0.109 0.225 -0.239 -0.3163
Br 0.624 0.820 0.626 0.290 0.897 -0.616 0.0990
F -0.839 1.624 -3.056 1.015 -1.344 -0.226 -0.3480
Cl 0.164 0.284 -3.298 -1.010 1.335 0.233 0.3494

---

Entry 3:
7
Properties=species:S:1:pos:R:3:forces:R:3:nbo_charge:R:1 method="wB97M-V/def2-TZVPD" total_energy_ev=-91899.407 orbital_gap_ev="9.1 / 9.1" total_charge=0 lumo_ev="-0.60 / -0.60" e_above_lowest_kj_mol=146.96
C -0.597 0.244 -0.619 2.251 -0.115 1.687 0.2088
N 0.598 -0.378 1.034 -1.904 0.811 -4.657 0.5450
O 0.201 -0.011 2.075 0.739 -0.325 1.118 -0.2898
O 1.530 -0.947 0.543 -0.069 0.254 2.182 -0.3157
F -1.878 0.152 -0.309 0.882 -0.018 -0.456 -0.3012
Cl -0.032 1.931 -0.850 -0.782 -1.210 0.130 0.0154
Br 0.178 -0.990 -1.874 -1.117 0.603 -0.004 0.1374

---

Entry 4:
7
Properties=species:S:1:pos:R:3:forces:R:3:nbo_charge:R:1 method="wB97M-V/def2-TZVPD" total_energy_ev=-91897.524 orbital_gap_ev="7.8 / 8.6" total_charge=0 spin_multiplicity=3 lumo_ev="0.11 / -2.81" e_above_lowest_kj_mol=0.00
C 0.653 -0.398 0.370 2.808 -2.518 1.662 0.2033
N -1.024 0.549 -0.489 -2.401 -0.251 -0.897 0.5134
O -1.509 1.097 0.434 -0.617 1.065 0.167 -0.2491
O -1.147 0.514 -1.659 -0.344 0.730 -0.847 -0.2531
F 0.716 0.207 1.540 -0.010 -0.186 0.260 -0.3274
Cl 0.246 -2.141 0.543 0.474 1.494 -0.271 0.0014
Br 2.066 0.172 -0.738 0.090 -0.334 -0.074 0.1116

---

Entry 5:
6
Properties=species:S:1:pos:R:3:forces:R:3:nbo_charge:R:1 method="wB97M-V/def2-TZVPD" total_energy_ev=-81273.739 orbital_gap_ev="9.3 / 8.5" total_charge=0 spin_multiplicity=3 lumo_ev="0.72 / -1.94" e_above_lowest_kj_mol=30.61
C -0.285 0.248 -0.049 -2.667 -2.579 -0.069 0.8990
O -3.865 0.703 -0.379 -2.093 0.617 -0.310 -0.4351
F -0.128 0.719 -1.252 1.241 0.292 -0.352 -0.3003
F -0.208 1.163 0.867 1.611 0.260 0.524 -0.2945
F 0.374 -0.926 0.154 0.515 1.809 0.064 -0.3149
Br -2.370 -0.198 -0.005 1.394 -0.399 0.143 0.4458

---

Entry 6:
6
Properties=species:S:1:pos:R:3:forces:R:3:nbo_charge:R:1 method="wB97M-V/def2-TZVPD" total_energy_ev=-79380.530 orbital_gap_ev=6.5 total_charge=-1 lumo_ev=3.78 e_above_lowest_kj_mol=77.28
C -0.611 1.157 0.590 -4.628 -1.043 -1.610 1.0488
N 0.830 -0.595 -0.756 0.855 1.289 0.214 -0.5006
O -1.683 0.995 0.086 2.316 0.160 0.202 -0.5822
O 0.161 1.521 1.341 2.688 0.848 1.492 -0.5377
F 1.947 -1.409 -0.144 -0.968 -0.020 -0.152 -0.3996
Br -0.645 -1.669 -1.117 -0.263 -1.234 -0.147 -0.0287